# 1
Formula: C22H58N3O9Zn
Source: the OMol25 dataset
Level of theory: the ωB97M-V functional and the def2-TZVPD basis

Its energy relative to the best compared isomer or geometry (same formula, charge and spin) is 141.8 kJ/mol. The value obtained for the molecular weight is 574.108 g/mol. As for the net charge: +1. The value obtained for the total energy is -3493.54353 a.u. Its LUMO energy is -2.8 eV.

Positions of all 93 atoms, in Å:
1 Zn 2.04 2.97 -0.69
2 O 0.50 -0.55 1.19
3 C 0.23 0.30 0.19
4 O 0.98 1.25 -0.23
5 O -0.85 0.13 -0.38
6 H -0.42 -0.85 1.18
7 C 2.14 -0.99 4.38
8 C 2.41 0.46 3.90
9 C 3.45 1.17 4.73
10 O 2.84 0.38 2.53
11 H 2.03 -1.16 5.45
12 H 2.94 -1.66 4.05
13 H 1.20 -1.26 3.91
14 H 1.50 1.07 3.90
15 H 3.91 2.07 4.32
16 H 4.22 0.42 4.89
17 H 3.10 1.40 5.73
18 H 2.20 -0.07 1.97
19 C -2.68 0.72 2.78
20 C -3.86 0.16 2.02
21 C -4.14 -1.32 2.40
22 O -5.01 0.87 2.44
23 H -2.95 1.18 3.73
24 H -2.07 1.36 2.14
25 H -1.95 -0.04 3.07
26 H -3.62 0.12 0.96
27 H -4.81 -1.59 1.58
28 H -4.61 -1.34 3.38
29 H -3.37 -2.09 2.41
30 H -5.71 0.21 2.37
31 C -0.30 0.40 -4.39
32 C -1.68 0.35 -3.77
33 C -2.05 -1.05 -3.32
34 O -1.67 1.24 -2.68
35 H 0.46 -0.10 -3.79
36 H 0.01 1.43 -4.55
37 H -0.26 -0.13 -5.35
38 H -2.46 0.72 -4.44
39 H -2.96 -1.05 -2.71
40 H -1.36 -1.55 -2.63
41 H -2.24 -1.72 -4.15
42 H -1.28 0.82 -1.88
43 C 5.60 1.12 0.37
44 C 4.58 2.00 -0.36
45 C 3.90 1.27 -1.57
46 O 3.13 2.30 -2.19
47 C 3.17 2.43 -3.62
48 N 3.52 2.46 0.63
49 H 6.52 1.64 0.61
50 H 5.97 0.33 -0.30
51 H 5.23 0.73 1.32
52 H 5.12 2.88 -0.71
53 H 3.31 0.43 -1.20
54 H 4.63 0.78 -2.22
55 H 4.00 3.05 -3.95
56 H 2.26 2.92 -3.93
57 H 3.04 1.45 -4.07
58 H 4.03 3.05 1.28
59 H 3.33 1.62 1.17
60 C -1.75 4.70 -2.32
61 C -0.34 4.56 -1.64
62 C -0.57 4.31 -0.11
63 O 0.61 3.90 0.58
64 C 0.52 3.90 2.00
65 N 0.40 3.43 -2.14
66 H -2.37 3.81 -2.22
67 H -1.85 5.16 -3.31
68 H -2.29 5.52 -1.83
69 H 0.19 5.48 -1.90
70 H -1.30 3.51 0.01
71 H -1.06 5.16 0.35
72 H 1.36 3.27 2.31
73 H -0.43 3.45 2.28
74 H 0.60 4.87 2.49
75 H -0.33 2.74 -2.31
76 H 0.61 3.70 -3.10
77 C -2.38 -8.01 -1.68
78 C -2.16 -7.24 -0.39
79 C -2.13 -5.72 -0.63
80 O -2.20 -4.89 0.52
81 C -1.45 -3.71 0.46
82 N -3.23 -7.62 0.54
83 H -3.34 -7.75 -2.12
84 H -2.26 -9.08 -1.54
85 H -1.64 -7.74 -2.44
86 H -1.22 -7.55 0.09
87 H -2.78 -5.37 -1.44
88 H -1.15 -5.44 -1.03
89 H -1.96 -3.13 -0.32
90 H -0.38 -3.85 0.25
91 H -1.61 -3.15 1.38
92 H -4.11 -7.47 0.05
93 H -3.20 -6.89 1.25

---

# 2
Formula: C35H60N2O24S3
Source: the OMol25 dataset
Level of theory: the ωB97M-V functional and the def2-TZVPD basis

Its energy relative to the best compared isomer or geometry (same formula, charge and spin) is 266.1 kJ/mol. The value obtained for the molecular weight is 989.056 g/mol. The value obtained for the total energy is -4479.36617 a.u. Its LUMO energy is -0.4 eV.

Positions of all 124 atoms, in Å:
1 C 1.93 2.30 -3.14
2 C 0.88 3.01 -2.30
3 O 0.97 4.33 -2.83
4 C 2.29 4.55 -3.02
5 O 2.85 5.58 -2.97
6 O 2.88 3.37 -3.33
7 H 1.57 1.89 -4.08
8 H 2.42 1.54 -2.54
9 H 1.12 2.90 -1.23
10 H -0.18 2.76 -2.35
11 C 5.72 -1.97 -1.78
12 C 4.40 -1.51 -1.12
13 O 4.00 -0.44 -1.97
14 C 4.59 -0.53 -3.16
15 O 4.30 0.05 -4.14
16 O 5.63 -1.39 -3.07
17 H 5.91 -3.03 -1.93
18 H 6.53 -1.61 -1.14
19 H 4.57 -1.17 -0.11
20 H 3.64 -2.30 -1.18
21 C 0.24 -1.14 -0.34
22 C 1.42 -0.15 -0.16
23 O 0.72 0.89 0.60
24 C -0.17 0.23 1.40
25 O -0.62 0.64 2.42
26 O -0.45 -0.95 0.89
27 H 0.67 -2.13 -0.42
28 H -0.40 -0.90 -1.19
29 H 1.83 0.40 -1.01
30 H 2.31 -0.43 0.40
31 C 1.83 4.01 3.64
32 C 1.43 2.86 4.56
33 O 0.90 3.62 5.64
34 C 0.66 4.90 5.28
35 O 0.31 5.75 5.98
36 O 0.95 5.05 3.94
37 H 1.84 3.63 2.62
38 H 2.85 4.36 3.87
39 H 2.32 2.25 4.72
40 H 0.62 2.26 4.13
41 C 1.79 -1.68 -5.05
42 C 1.36 -2.95 -5.81
43 O 0.69 -3.71 -4.79
44 C 0.95 -3.22 -3.57
45 O 0.53 -3.66 -2.55
46 O 1.54 -2.00 -3.69
47 H 1.16 -0.84 -5.38
48 H 2.84 -1.43 -5.13
49 H 2.21 -3.55 -6.14
50 H 0.76 -2.73 -6.69
51 C 5.00 1.83 2.92
52 C 3.82 1.49 2.01
53 O 3.91 0.05 1.84
54 C 4.97 -0.42 2.54
55 O 5.32 -1.55 2.48
56 O 5.62 0.57 3.17
57 H 4.57 2.23 3.84
58 H 5.68 2.54 2.47
59 H 3.91 1.80 0.97
60 H 2.83 1.66 2.42
61 C -2.38 -5.45 -1.55
62 C -2.49 -3.93 -1.02
63 O -3.83 -3.62 -1.44
64 C -4.33 -4.53 -2.26
65 O -5.32 -4.41 -2.88
66 O -3.64 -5.66 -2.18
67 H -2.12 -6.14 -0.76
68 H -1.64 -5.49 -2.35
69 H -1.76 -3.27 -1.47
70 H -2.41 -4.02 0.06
71 C 0.89 -2.25 3.65
72 C 1.90 -2.82 2.64
73 C 1.87 -4.26 2.21
74 C 0.82 -4.85 1.37
75 N 0.10 -5.42 0.70
76 H -0.08 -2.18 3.14
77 H 1.27 -1.26 3.93
78 H 0.66 -2.78 4.58
79 H 2.92 -2.52 2.90
80 H 1.64 -2.16 1.80
81 H 1.90 -4.93 3.08
82 H 2.79 -4.44 1.65
83 C -2.57 2.71 -0.23
84 C -2.32 4.21 -0.30
85 C -3.44 4.88 -1.14
86 C -4.72 4.75 -0.42
87 N -5.77 4.58 0.03
88 H -2.61 2.25 -1.22
89 H -3.41 2.32 0.35
90 H -1.67 2.28 0.22
91 H -1.35 4.47 -0.73
92 H -2.26 4.73 0.66
93 H -3.63 4.39 -2.10
94 H -3.21 5.92 -1.34
95 C -3.73 1.81 4.87
96 S -3.67 3.01 3.51
97 O -4.59 4.12 3.91
98 C -1.98 3.65 3.78
99 H -2.96 1.05 4.67
100 H -4.64 1.23 4.92
101 H -3.44 2.33 5.78
102 H -1.94 4.47 3.07
103 H -1.21 2.93 3.53
104 H -1.97 4.01 4.81
105 C -3.90 -0.90 1.00
106 S -3.17 -2.18 2.11
107 O -3.42 -1.74 3.52
108 C -4.41 -3.51 1.89
109 H -3.16 -0.11 1.12
110 H -4.91 -0.75 1.37
111 H -3.86 -1.16 -0.06
112 H -3.94 -4.46 1.63
113 H -5.04 -3.24 1.04
114 H -5.00 -3.69 2.78
115 C -1.88 0.67 -4.81
116 S -1.68 -0.67 -3.65
117 O -2.44 -0.35 -2.39
118 C -2.76 -1.89 -4.43
119 H -1.24 0.51 -5.68
120 H -1.74 1.65 -4.34
121 H -2.91 0.70 -5.17
122 H -3.75 -1.45 -4.41
123 H -2.82 -2.88 -3.98
124 H -2.37 -2.18 -5.42

---

# 3
Formula: C26H20N3O4P2SSe2Y
Source: the OMol25 dataset
Level of theory: the ωB97M-V functional and the def2-TZVPD basis

The value obtained for the molecular weight is 779.304 g/mol. The value obtained for the total energy is -7390.22057 a.u. Its LUMO energy is -0.8 eV.

Positions of all 59 atoms, in Å:
1 Y 15.28 5.21 10.48
2 O 18.30 5.11 13.02
3 S 17.32 5.24 12.04
4 O 17.53 5.96 10.76
5 O 16.87 3.88 11.52
6 O 15.98 5.88 12.47
7 Se 9.32 5.83 7.40
8 P 9.50 6.77 9.29
9 C 8.21 6.16 10.41
10 C 6.98 5.87 9.89
11 C 5.92 5.60 10.70
12 C 6.06 5.61 12.07
13 C 7.31 5.94 12.63
14 C 8.38 6.10 11.79
15 C 9.35 8.56 9.46
16 C 9.51 9.08 10.74
17 C 9.26 10.42 10.95
18 C 9.01 11.25 9.86
19 C 8.98 10.72 8.56
20 C 9.07 9.35 8.37
21 C 11.07 6.40 10.09
22 C 12.44 6.70 9.82
23 N 13.10 5.77 10.49
24 N 12.30 4.92 11.10
25 N 11.07 5.28 10.83
26 P 13.38 8.10 9.30
27 Se 15.31 7.43 8.78
28 C 13.48 9.29 10.68
29 C 14.68 9.42 11.35
30 C 14.80 10.24 12.46
31 C 13.74 11.02 12.84
32 C 12.54 11.01 12.09
33 C 12.46 10.14 11.02
34 C 12.43 8.93 7.99
35 C 12.58 10.31 7.89
36 C 11.91 10.92 6.82
37 C 11.31 10.14 5.83
38 C 11.26 8.78 5.93
39 C 11.82 8.14 7.01
40 H 6.83 5.84 8.87
41 H 4.97 5.53 10.23
42 H 5.21 5.44 12.70
43 H 7.41 5.87 13.72
44 H 9.33 6.39 12.18
45 H 9.84 8.42 11.53
46 H 9.23 10.83 11.96
47 H 8.80 12.33 9.96
48 H 8.79 11.35 7.73
49 H 8.89 8.90 7.39
50 H 15.51 8.81 11.07
51 H 15.72 10.26 13.06
52 H 13.87 11.64 13.78
53 H 11.72 11.65 12.46
54 H 11.52 10.16 10.46
55 H 13.02 10.95 8.60
56 H 11.87 12.00 6.70
57 H 10.89 10.58 4.99
58 H 10.62 8.16 5.29
59 H 11.67 7.05 7.15

---

# 4
Formula: C3H3NO2
Source: the OMol25 dataset
Level of theory: the ωB97M-V functional and the def2-TZVPD basis

Its energy relative to the best compared isomer or geometry (same formula, charge and spin) is 282.3 kJ/mol. The value obtained for the molecular weight is 85.062 g/mol. The value obtained for the total energy is -321.27011 a.u. Its LUMO energy is 0.6 eV.

Positions of all 9 atoms, in Å:
1 O 1.15 -1.47 0.27
2 C -0.16 -1.15 0.06
3 C -0.05 1.69 1.01
4 O 0.88 1.67 1.66
5 C -0.62 -0.30 -0.84
6 N -1.04 0.59 -1.59
7 H 1.71 -0.89 -0.26
8 H -0.85 -1.60 0.76
9 H -1.02 1.47 -1.07

---

# 5
Formula: C4H14NO
Source: the OMol25 dataset
Level of theory: the ωB97M-V functional and the def2-TZVPD basis

Its energy relative to the best compared isomer or geometry (same formula, charge and spin) is 97.6 kJ/mol. The value obtained for the molecular weight is 92.162 g/mol. As for the net charge: +1. The value obtained for the total energy is -290.53805 a.u. Its LUMO energy is -3.0 eV.

Positions of all 20 atoms, in Å:
1 C 0.50 1.15 -1.80
2 C 1.43 0.57 -0.75
3 N 0.81 0.44 0.66
4 C -0.56 -0.18 0.76
5 C -1.53 0.74 1.51
6 H 0.86 1.06 -2.82
7 H 0.39 2.21 -1.53
8 H -0.49 0.71 -1.88
9 H 1.75 -0.45 -0.96
10 H 2.39 1.09 -0.74
11 H 0.63 1.40 0.96
12 H 1.54 0.01 1.23
13 H -0.49 -1.20 1.11
14 H -0.90 -0.20 -0.27
15 H -1.41 1.80 1.22
16 H -2.53 0.59 1.10
17 H -1.60 0.65 2.59
18 H -0.01 -3.83 -0.78
19 H -0.52 -3.48 0.61
20 O -0.25 -3.08 -0.22

---

# 6
Formula: C50H54Cl2N3O12Si2TeW
Source: the OMol25 dataset
Level of theory: the ωB97M-V functional and the def2-TZVPD basis

Its energy relative to the best compared isomer or geometry (same formula, charge and spin) is 132.3 kJ/mol. The spin multiplicity is 2. The value obtained for the molecular weight is 1327.509 g/mol. As for the net charge: -2. The value obtained for the total energy is -4839.59592 a.u. Its LUMO energy (spin up / spin down) is 3.3 / 3.3 eV.

Positions of all 125 atoms, in Å:
1 W 0.48 -0.41 0.11
2 O -0.25 -4.37 -4.26
3 C -1.11 -3.40 -4.51
4 O -1.67 -3.35 -5.60
5 C -1.39 -2.37 -3.47
6 C -2.49 -1.48 -3.77
7 Cl -4.03 -2.24 -4.26
8 N -2.44 -0.22 -3.57
9 N -1.06 -1.07 -1.39
10 C -0.62 -2.10 -2.31
11 C 0.58 -2.70 -1.81
12 O 1.18 -3.67 -2.28
13 O 1.06 -2.12 -0.71
14 C -3.50 0.69 -3.65
15 C -4.19 0.94 -4.83
16 C -5.17 1.93 -4.87
17 C -5.47 2.67 -3.74
18 C -4.77 2.43 -2.56
19 C -3.79 1.46 -2.51
20 H 0.32 -4.17 -3.45
21 H -3.96 0.36 -5.71
22 H -5.69 2.12 -5.80
23 H -6.22 3.45 -3.78
24 H -4.98 3.01 -1.67
25 H -3.23 1.29 -1.60
26 O -1.38 -1.35 5.96
27 C -0.91 -1.19 4.87
28 C -0.11 0.04 4.42
29 O 0.21 0.97 5.11
30 C 0.20 -0.24 3.00
31 C -0.26 -1.48 2.64
32 O 0.07 -1.89 1.43
33 C -0.94 -2.19 3.71
34 O -1.42 -3.30 3.74
35 O 0.87 0.43 2.15
36 Cl -2.17 4.60 -4.54
37 C -1.30 3.70 -3.32
38 C -1.26 4.21 -2.01
39 C -0.61 3.52 -1.02
40 C 0.00 2.27 -1.28
41 O 0.63 1.64 -0.34
42 C -0.04 1.80 -2.61
43 C 0.76 0.66 -2.94
44 O 1.26 -0.10 -2.10
45 C -0.69 2.53 -3.63
46 H -1.75 5.15 -1.78
47 H -0.56 3.92 -0.01
48 H 0.97 0.46 -3.99
49 H -0.71 2.13 -4.64
50 C 3.09 -1.33 3.29
51 Si 3.47 -1.52 1.45
52 C 5.37 -1.57 1.47
53 C 3.05 -3.28 0.97
54 C 2.72 -0.10 0.41
55 Si 3.85 0.37 -1.03
56 C 5.56 0.97 -0.43
57 C 4.17 -1.09 -2.18
58 C 3.36 1.92 -2.01
59 H 3.88 -1.84 3.85
60 H 2.14 -1.78 3.57
61 H 3.07 -0.28 3.60
62 H 5.63 -2.39 2.14
63 H 5.82 -0.66 1.86
64 H 5.81 -1.79 0.49
65 H 3.67 -3.95 1.58
66 H 3.25 -3.49 -0.08
67 H 2.00 -3.52 1.15
68 H 2.80 0.76 1.09
69 H 6.25 0.20 -0.11
70 H 5.45 1.69 0.39
71 H 6.02 1.51 -1.27
72 H 5.02 -1.68 -1.83
73 H 4.40 -0.75 -3.19
74 H 3.30 -1.75 -2.23
75 H 4.12 2.69 -1.88
76 H 2.41 2.35 -1.69
77 H 3.29 1.70 -3.08
78 C -2.23 -1.46 -0.58
79 C -2.31 -0.46 0.55
80 O -3.31 -0.42 1.26
81 N -1.20 0.30 0.69
82 Te -2.83 2.47 2.61
83 C -4.51 3.35 3.60
84 C -5.80 3.00 3.19
85 C -6.09 1.99 2.11
86 C -6.90 3.62 3.79
87 C -6.75 4.56 4.79
88 C -7.95 5.22 5.43
89 C -5.46 4.87 5.22
90 C -4.34 4.27 4.65
91 C -2.99 4.62 5.20
92 C -1.95 4.34 2.10
93 C -2.69 5.28 1.36
94 C -4.12 5.06 0.95
95 C -2.07 6.47 0.97
96 C -0.74 6.73 1.27
97 C -0.07 8.00 0.80
98 C -0.03 5.78 2.00
99 C -0.61 4.59 2.42
100 C 0.24 3.59 3.15
101 H -3.15 -1.48 -1.17
102 H -2.05 -2.45 -0.17
103 H -1.37 -0.27 -1.96
104 H -5.21 1.49 1.72
105 H -6.60 2.47 1.26
106 H -6.77 1.22 2.49
107 H -7.90 3.34 3.46
108 H -8.87 4.90 4.95
109 H -7.89 6.30 5.36
110 H -8.02 4.97 6.49
111 H -5.33 5.58 6.02
112 H -3.09 5.15 6.15
113 H -2.43 5.25 4.52
114 H -2.40 3.72 5.37
115 H -4.27 4.03 0.62
116 H -4.39 5.74 0.14
117 H -4.80 5.23 1.79
118 H -2.64 7.19 0.40
119 H -0.80 8.71 0.42
120 H 0.64 7.78 0.00
121 H 0.48 8.48 1.61
122 H 1.01 5.97 2.23
123 H 1.21 4.02 3.39
124 H 0.41 2.70 2.53
125 H -0.24 3.24 4.06

---

# 7
Formula: C3H4N2OS
Source: the OMol25 dataset
Level of theory: the ωB97M-V functional and the def2-TZVPD basis

Its energy relative to the best compared isomer or geometry (same formula, charge and spin) is 295.0 kJ/mol. The spin multiplicity is 3. The value obtained for the molecular weight is 116.145 g/mol. The value obtained for the total energy is -699.42428 a.u. Its LUMO energy (spin up / spin down) is 0.7 / -3.4 eV.

Positions of all 11 atoms, in Å:
1 C -0.45 -0.39 0.57
2 C -0.16 -1.06 1.68
3 C 0.59 0.05 -0.36
4 N 0.29 0.74 -1.54
5 N 0.07 -1.45 2.79
6 O 1.77 -0.16 -0.18
7 S -1.01 1.44 -2.45
8 H -1.48 -0.26 0.30
9 H 1.16 0.83 -2.06
10 H -1.02 2.65 -1.85
11 H 0.24 -2.39 3.11

---

# 8
Formula: C16H15AgClF5IN2
Source: the OMol25 dataset
Level of theory: the ωB97M-V functional and the def2-TZVPD basis

The spin multiplicity is 2. The value obtained for the molecular weight is 600.525 g/mol. As for the net charge: +2. The value obtained for the total energy is -2131.73444 a.u. Its LUMO energy (spin up / spin down) is -8.4 / -11.0 eV.

Positions of all 41 atoms, in Å:
1 C -0.02 -3.09 -4.46
2 C -0.14 -1.87 -3.55
3 I -1.40 -0.39 -4.50
4 C -0.71 -2.27 -2.18
5 C -0.38 -1.39 -1.00
6 C -1.28 -1.34 0.07
7 C -1.07 -0.53 1.22
8 C -2.14 -0.47 2.24
9 C -3.45 -0.01 1.54
10 C -3.17 1.19 0.62
11 Cl -4.56 2.26 0.44
12 C 0.16 0.25 1.33
13 N 0.37 1.00 2.43
14 C 1.50 1.68 2.43
15 C 2.44 1.64 1.35
16 C 3.73 2.47 1.39
17 F 3.49 3.69 0.88
18 F 4.63 1.84 0.61
19 C 4.37 2.58 2.80
20 F 4.42 1.35 3.32
21 F 5.59 3.07 2.68
22 F 3.65 3.37 3.58
23 N 2.23 0.92 0.27
24 C 1.08 0.22 0.26
25 C 0.80 -0.58 -0.90
26 H 0.80 -3.71 -4.08
27 H 0.21 -2.82 -5.49
28 H -0.93 -3.69 -4.44
29 H 0.85 -1.42 -3.47
30 H -1.79 -2.32 -2.29
31 H -0.38 -3.30 -1.98
32 H -2.18 -1.94 -0.01
33 H -1.89 0.25 3.02
34 H -2.30 -1.46 2.67
35 H -4.22 0.27 2.26
36 H -3.84 -0.83 0.94
37 H -2.93 0.81 -0.40
38 H -2.33 1.77 0.99
39 H 1.71 2.30 3.30
40 H 1.54 -0.57 -1.69
41 Ag -2.50 1.06 -2.21

---

# 9
Formula: C4H5N5O2
Source: the OMol25 dataset
Level of theory: the ωB97M-V functional and the def2-TZVPD basis

Its energy relative to the best compared isomer or geometry (same formula, charge and spin) is 355.4 kJ/mol. The value obtained for the molecular weight is 155.117 g/mol. As for the SMILES: CN1N=CN(C#N)[C@@H]1[N+](=O)[O-]. The value obtained for the total energy is -579.49988 a.u. Its LUMO energy is -0.3 eV.

Positions of all 16 atoms, in Å:
1 C -1.82 -1.39 -0.17
2 N -0.85 -0.41 0.18
3 N -1.26 0.76 0.66
4 C -0.28 1.52 0.96
5 N 0.95 0.92 0.58
6 C 2.14 1.23 1.07
7 N 3.12 1.56 1.53
8 C 0.61 -0.34 -0.11
9 N 0.86 -0.18 -1.58
10 O 0.59 -1.22 -2.15
11 O 1.17 0.91 -2.00
12 H -1.33 -2.32 -0.16
13 H -2.68 -1.18 0.59
14 H -2.22 -1.16 -1.17
15 H -0.34 2.41 1.52
16 H 1.37 -1.12 0.27